P | A gas-phase ion, C4H10NO2S (charge +1). Source: the OMol25 dataset; level of theory: the ωB97M-V functional and the def2-TZVPD basis.

```
18
Properties=species:S:1:pos:R:3:lowdin_charge:R:1
N -0.22 -1.18 1.25 0.2159
C 0.66 -0.05 0.77 -0.2144
C -0.15 1.19 0.46 -0.1911
C -1.00 1.29 -0.84 -0.5034
S -1.37 -0.30 -1.58 0.8129
C 1.64 -0.50 -0.36 -0.5105
O 2.45 0.27 -0.75 0.1922
O 1.33 -1.72 -0.81 0.0996
H -0.72 -0.89 2.08 0.1740
H 0.35 -2.02 1.42 0.1747
H -0.84 -1.48 0.48 0.0918
H 1.35 0.12 1.59 0.1687
H 0.54 2.03 0.54 0.1343
H -0.84 1.43 1.28 0.1255
H -1.90 1.82 -0.55 0.0819
H -0.55 2.03 -1.51 0.0877
H -2.64 -0.08 -1.93 -0.1038
H 1.92 -1.98 -1.54 0.1642
```

Output
Charge   +1
Gap between HOMO and LUMO   9.93 eV
LUMO level   -3.445 eV
SMILES   [NH3+][C@H](CCS)C(=O)O

---

Q | 3 unconnected molecules or ions with the total composition C4H10NO2S. Source: the OMol25 dataset; level of theory: the ωB97M-V functional and the def2-TZVPD basis.

```
18
Properties=species:S:1:pos:R:3:lowdin_charge:R:1
C 1.20 0.81 -0.24 0.0009
C -1.30 -1.52 0.57 -0.0993
C -1.67 2.69 -0.05 0.4504
C -0.57 -0.79 -0.52 -0.2330
N 0.03 0.48 -0.03 0.0143
O -3.32 0.15 -0.11 -0.4940
O -5.22 -1.30 -0.43 -0.3689
S -4.58 -0.35 0.41 0.9464
H 1.89 0.33 -0.85 0.0831
H 1.51 1.82 0.16 0.1084
H -1.50 -0.82 1.35 0.0666
H -2.21 -1.82 0.12 0.0387
H -0.68 -2.36 0.83 0.0847
H -1.76 1.98 0.74 0.0095
H -0.75 3.30 0.02 0.0796
H -2.24 2.59 -1.00 0.0904
H -1.36 -0.57 -1.25 0.1068
H 0.20 -1.45 -0.85 0.1153
```

Output
Charge   +1
Gap between HOMO and LUMO (alpha / beta)   6.69 / 6.69 eV
LUMO level (alpha / beta)   -7.667 / -7.665 eV

---

R | A gas-phase ion, C4H10NO2S (charge +1). Source: the OMol25 dataset; level of theory: the ωB97M-V functional and the def2-TZVPD basis.

```
18
Properties=species:S:1:pos:R:3:lowdin_charge:R:1
C -1.96 -0.98 -1.43 0.0148
N -0.90 -0.02 -1.72 0.0873
C 0.10 0.17 -0.92 -0.5366
O 0.99 1.08 -1.11 0.1472
O 0.45 -0.84 -0.14 0.0251
C 1.50 -0.45 0.81 -0.1495
C 0.73 -0.05 2.11 -0.5112
S -0.38 1.32 1.78 0.7754
H -2.76 -0.50 -0.80 0.1235
H -2.31 -1.28 -2.36 0.0819
H -1.43 -1.69 -0.71 0.1294
H -1.19 0.88 -2.14 0.1882
H 0.57 1.85 -1.60 0.2011
H 2.18 0.41 0.48 0.1476
H 2.11 -1.29 0.98 0.1175
H 0.18 -0.93 2.56 0.1125
H 1.45 0.11 2.92 0.0828
H 0.67 2.20 1.29 -0.0370
```

Output
Charge   +1
Gap between HOMO and LUMO   9.85 eV
LUMO level   -3.534 eV
SMILES   C/[NH+]=C(/O)OCCS

---

Relative stability in kJ/mol, measured from the most stable structure: P 0.0; Q 555.7; R 106.3

---

P | A gas-phase ion, C11H18N3 (charge +1). Source: the OMol25 dataset; level of theory: the ωB97M-V functional and the def2-TZVPD basis.

```
32
Properties=species:S:1:pos:R:3:lowdin_charge:R:1
C 0.35 1.53 1.69 0.0182
C 0.06 1.44 0.23 -0.4441
C -1.22 2.10 -0.11 0.0557
C -2.37 1.72 -0.17 0.0058
C -3.37 0.69 -0.22 -0.0828
C -2.44 -0.63 -0.68 -0.1035
N -1.33 -0.67 0.23 -0.1010
C -0.96 -2.02 0.60 -0.1315
C 0.47 -2.17 -0.01 -0.1331
N 1.02 -0.84 0.10 -0.1401
C 2.21 -0.42 -0.61 -0.1051
C 2.50 1.11 -0.33 -0.0705
N 1.29 1.92 -0.51 0.1334
C -0.11 0.01 -0.23 -0.2869
H 1.21 2.24 1.91 0.1200
H 0.56 0.46 1.94 0.1142
H -0.60 1.86 2.13 0.1016
H -3.71 0.58 0.75 0.0959
H -4.09 0.98 -0.97 0.1150
H -3.09 -1.51 -0.37 0.1441
H -2.17 -0.58 -1.71 0.1060
H -1.56 -2.83 0.16 0.1266
H -0.83 -2.25 1.66 0.1207
H 1.15 -2.89 0.53 0.1491
H 0.31 -2.38 -1.09 0.1277
H 2.01 -0.52 -1.70 0.1324
H 3.10 -1.03 -0.21 0.1672
H 2.99 1.14 0.57 0.1056
H 3.22 1.38 -1.03 0.1141
H 1.51 2.87 -0.23 0.1902
H 1.01 1.91 -1.47 0.1710
H -0.37 0.10 -1.39 0.1842
```

Output
Charge   +1
Gap between HOMO and LUMO   9.27 eV
LUMO level   -3.023 eV
SMILES   C[C@@]12C#CCCN3CCN(CC[NH2+]1)[C@@H]32

---

Q | 2 unconnected molecules or ions with the total composition C11H18N3. Source: the OMol25 dataset; level of theory: the ωB97M-V functional and the def2-TZVPD basis.

```
32
Properties=species:S:1:pos:R:3:lowdin_charge:R:1
C 4.11 0.19 0.44 -0.0195
C 2.91 -0.57 0.51 0.0619
C 3.83 1.53 0.14 0.0273
C 1.91 0.34 0.20 -0.1742
C -3.39 1.70 -0.09 -0.2506
C 2.40 1.70 -0.05 -0.1218
C -2.58 2.17 -0.92 0.0628
C 0.51 0.03 0.04 -0.1557
C 0.11 -1.60 -1.80 -0.0123
C -1.54 -1.87 1.49 -0.0942
C 0.07 -1.35 -0.28 -0.3057
N -4.36 1.12 0.68 0.0671
N -0.37 1.01 0.17 0.2373
N -1.38 -1.40 0.16 -0.0906
H 5.11 -0.20 0.47 0.1153
H 2.88 -1.62 0.57 0.1165
H 4.48 2.31 0.12 0.0848
H -1.38 0.68 0.02 0.0982
H 1.93 2.35 0.58 0.1168
H 2.07 2.04 -0.98 0.1352
H -1.72 2.43 -1.55 0.0466
H -0.50 -2.37 -2.33 0.1031
H 1.10 -1.61 -2.13 0.0610
H -0.50 -0.73 -2.23 0.1133
H -0.91 -1.45 2.14 0.0553
H -2.53 -1.70 1.68 0.0649
H -1.42 -2.91 1.60 0.0831
H 0.75 -2.06 0.33 0.1696
H -4.99 1.66 1.30 0.1307
H -0.13 1.91 0.04 0.0600
H -1.79 -2.01 -0.59 0.1387
H -4.68 0.29 0.26 0.0752
```

Output
Charge   +1
Gap between HOMO and LUMO   7.28 eV
LUMO level   -4.517 eV

---

Relative stability in kJ/mol, measured from the most stable structure: P 0.0; Q 54.1